[1]
{"formula": "C9H8FNO", "method": "ωB97M-V/def2-TZVPD", "homo_energy_ha": -0.3140, "smiles": "O=CN/C=C\\c1ccc(F)cc1", "de_lowest_ev": 2.201, "e_tot_ha": -577.5715, "symbols": ["C", "C", "C", "C", "C", "C", "C", "C", "C", "H", "H", "H", "H", "H", "H", "H", "H", "N", "O", "F"], "xyz": [[-2.9138, -0.3966, -0.1403], [-1.8781, -1.0937, 0.5090], [-0.6162, -0.5981, 0.6386], [-0.3324, 0.7680, 0.2756], [1.0215, 1.3141, 0.6001], [2.1278, 0.7383, 0.2432], [3.6168, -0.9415, -0.5304], [-1.3738, 1.4978, -0.3231], [-2.6233, 0.8578, -0.6890], [-2.1866, -2.0803, 0.8930], [0.2882, -1.3357, 0.9145], [1.1035, 2.2872, 1.0997], [3.0912, 1.1219, 0.5781], [1.5902, -0.9309, -0.7591], [3.7497, -1.9166, -1.0338], [-1.2305, 2.5284, -0.5397], [-3.4773, 1.3795, -1.1914], [2.3034, -0.4657, -0.3007], [4.5723, -0.3139, -0.0638], [-4.2002, -0.9066, -0.0942]]}

***

[2]
{"formula": "C9H8FNO", "method": "ωB97M-V/def2-TZVPD", "homo_energy_ha": -0.3062, "de_lowest_ev": 4.049, "e_tot_ha": -577.5036, "symbols": ["C", "C", "C", "C", "C", "C", "C", "C", "C", "N", "O", "F", "H", "H", "H", "H", "H", "H", "H", "H"], "xyz": [[-2.9805, 0.1232, 0.4847], [-2.1523, -0.8888, 1.0160], [-2.4923, 1.1109, -0.4128], [-0.8074, -0.8627, 0.5170], [-1.2285, 1.0411, -0.9270], [-0.3231, 0.0733, -0.3563], [2.9083, -0.7662, 0.0959], [1.0659, 0.0293, -0.8165], [2.5393, 0.6602, 0.5720], [1.8650, -1.1541, -0.5428], [3.9259, -1.3348, 0.3378], [3.0788, 1.8095, 0.2372], [-3.9406, 0.1410, 0.8889], [-2.6350, -1.5205, 1.7850], [-3.0811, 2.0030, -0.7677], [0.0931, -1.5139, 0.8931], [-0.8107, 1.7356, -1.6850], [1.2524, 0.5809, -1.7378], [1.9178, 0.6911, 1.4220], [1.8051, -1.9580, -1.0036]]}

***

[3]
{"formula": "C9H8FNO2", "method": "ωB97M-V/def2-TZVPD", "homo_energy_ha": -0.3605, "smiles": "[H]/N=C(\\F)c1ccc(C)cc1C(=O)O", "de_lowest_ev": 1.003, "e_tot_ha": -652.8310, "symbols": ["C", "C", "C", "C", "C", "C", "C", "C", "C", "N", "O", "O", "F", "H", "H", "H", "H", "H", "H", "H", "H"], "xyz": [[-1.1851, 1.0621, -0.6016], [-1.2909, 1.1942, 0.7539], [0.5219, -0.3120, 1.1796], [0.6739, -0.5807, -0.2586], [-0.1983, 0.1720, -1.1121], [-0.5872, 0.4151, 1.6737], [1.6976, -1.5125, -0.5034], [-0.0131, 0.2195, -2.5639], [-0.6963, 0.5713, 3.2584], [0.5429, -0.6418, -3.2879], [2.5631, -1.8291, 0.3343], [1.5546, -2.2559, -1.6325], [-0.4729, 1.4094, -3.0993], [-1.7607, 1.5850, -1.3159], [-2.0148, 1.9001, 1.0920], [1.0480, -0.9160, 1.9954], [-1.5646, 0.0019, 3.6574], [0.1431, 0.1193, 3.6277], [-0.8603, 1.6754, 3.5685], [0.6462, -0.5860, -4.3566], [1.2529, -1.6915, -2.4093]]}

***

[4]
{"formula": "C9H8N2O2", "method": "ωB97M-V/def2-TZVPD", "homo_energy_ha": -0.3631, "de_lowest_ev": 6.718, "e_tot_ha": -607.5430, "symbols": ["C", "C", "C", "C", "C", "C", "C", "C", "C", "N", "N", "O", "O", "H", "H", "H", "H", "H", "H", "H", "H"], "xyz": [[-2.2378, -1.2454, -0.6804], [2.3134, 0.1874, -1.1638], [1.4188, -0.3233, -2.0199], [1.8575, 0.8085, 0.0072], [0.0740, -0.3916, -1.7081], [0.5299, 0.8737, 0.2544], [-0.3990, 0.2461, -0.5657], [-2.1251, -0.2272, 1.8064], [-1.8054, -0.0293, -0.1376], [-2.7926, -2.2522, -0.8767], [-2.8042, 0.9523, -0.8124], [-2.3585, 1.4718, -1.8341], [-3.8198, 1.2137, -0.2420], [3.2746, 0.0112, -1.5450], [1.8374, -0.8775, -2.8805], [2.4042, 1.2869, 0.8221], [-0.6693, -0.9645, -2.2253], [0.2344, 1.4748, 1.1824], [-1.9860, -1.3236, 1.8812], [-1.3418, 0.4087, 2.1432], [-3.2672, 0.1114, 1.8781]]}

***

[5]
{"formula": "C9H8N2O3", "method": "ωB97M-V/def2-TZVPD", "homo_energy_ha": -0.3625, "smiles": "CO[C@@](C#N)(c1ccccc1)[N+](=O)[O-]", "de_lowest_ev": 3.630, "e_tot_ha": -682.8103, "symbols": ["C", "C", "C", "C", "C", "C", "C", "C", "C", "N", "N", "O", "O", "O", "H", "H", "H", "H", "H", "H", "H", "H"], "xyz": [[-1.4453, -1.0928, 1.4317], [2.5606, 1.8825, 0.4704], [1.3986, 2.2466, 1.1305], [2.7003, 0.7476, -0.3025], [0.3910, 1.3432, 1.1327], [1.6279, -0.1361, -0.3825], [0.4798, 0.1577, 0.3812], [-1.7034, -2.4047, -1.4914], [-0.8708, -0.5868, 0.1932], [-1.7938, -1.4998, 2.4345], [-1.9227, 0.4599, -0.4452], [-2.3752, 0.1611, -1.5351], [-2.2612, 1.3916, 0.2749], [-0.6871, -1.5482, -0.8150], [3.4784, 2.4269, 0.5719], [1.1609, 3.0195, 1.8427], [3.7142, 0.4713, -0.5546], [-0.5019, 1.6980, 1.6243], [1.8130, -1.0169, -0.9438], [-1.2859, -3.3747, -1.5465], [-1.7318, -2.0295, -2.5021], [-2.7456, -2.3162, -0.9692]]}

***

[6]
{"formula": "C9H8N3O3", "method": "ωB97M-V/def2-TZVPD", "homo_energy_ha": -0.5367, "smiles": "CC(=O)[C@@](C#N)([N+](=O)[O-])[n+]1ccccc1", "total_charge": 1, "de_lowest_ev": 0.753, "e_tot_ha": -737.3110, "symbols": ["C", "C", "C", "C", "C", "C", "C", "C", "C", "N", "N", "N", "O", "O", "O", "H", "H", "H", "H", "H", "H", "H", "H"], "xyz": [[-1.8452, 0.9330, -1.3496], [2.9326, 0.5844, 0.1224], [2.3939, 0.9972, -1.0872], [2.2520, 0.2557, 1.2884], [0.9866, 1.0792, -1.0895], [0.8528, 0.3674, 1.1798], [-1.4083, -0.9548, 0.1663], [-2.8219, -1.4631, 0.1141], [-1.1514, 0.6581, -0.0931], [-2.3749, 1.0987, -2.3664], [0.2926, 0.7723, 0.0007], [-1.9250, 1.4596, 0.9841], [-3.1162, 1.3688, 0.9548], [-0.5213, -1.6495, 0.4900], [-1.2126, 2.1978, 1.5922], [4.0974, 0.4976, 0.2070], [2.9651, 1.1907, -1.9718], [2.5748, -0.0758, 2.2013], [0.5043, 1.3951, -2.0655], [0.2390, 0.2627, 1.9615], [-3.3459, -0.7876, 0.7925], [-3.3091, -1.3090, -0.8243], [-3.0012, -2.4674, 0.4316]]}

***

Quick rundown of gap between HOMO and LUMO, same order as above: 0.338, 0.316, 0.338, 0.359, 0.356, 0.356 Eh